(1)
Here is C25H31N3O3 in the gas phase from OMol25. Energies are from ωB97M-V/def2-TZVPD.

Calculated values
E_tot, eV: -37042.5971
Energy above the lowest of the compared OMol25 structures with the same formula, charge and spin, eV: 0.267
Gap between HOMO and LUMO, hartree: 0.327

Geometry as ORCA input:
```
! RIJCOSX wB97M-V def2-TZVPD def2/J DEFGRID3
* xyz 0 1
C -3.31 -3.14 -2.40
C -2.63 -2.23 -1.39
C -3.46 -2.04 -0.11
N -2.75 -1.15 0.77
C -3.06 0.15 1.03
O -2.39 0.82 1.80
C -4.26 0.75 0.31
C -4.05 2.26 0.11
C -2.89 2.44 -0.86
O -3.05 2.44 -2.07
N -1.69 2.56 -0.26
C -0.43 2.39 -0.99
C -0.30 0.96 -1.51
C 1.08 0.75 -2.14
N 2.17 1.04 -1.23
C 2.35 0.04 -0.19
C 3.67 0.19 0.50
C 3.77 0.07 1.88
C 5.00 0.20 2.51
C 6.14 0.44 1.76
C 6.05 0.57 0.39
C 4.82 0.44 -0.24
C 2.07 2.39 -0.73
C 0.73 2.71 -0.05
C -1.47 -1.67 1.10
C -0.84 -1.42 2.31
C 0.41 -1.94 2.57
C 1.04 -2.74 1.63
C 0.42 -3.02 0.43
C -0.84 -2.49 0.15
O -1.38 -2.82 -1.05
H -3.54 -4.10 -1.95
H -2.65 -3.30 -3.24
H -4.23 -2.68 -2.76
H -2.44 -1.24 -1.84
H -4.46 -1.67 -0.35
H -3.56 -3.01 0.39
H -5.15 0.58 0.91
H -4.39 0.31 -0.68
H -4.95 2.70 -0.32
H -3.83 2.74 1.07
H -1.65 2.36 0.73
H -0.45 3.08 -1.84
H -1.08 0.78 -2.26
H -0.44 0.26 -0.69
H 1.18 -0.28 -2.49
H 1.19 1.42 -3.00
H 2.32 -0.95 -0.68
H 1.54 0.04 0.57
H 2.88 -0.12 2.47
H 5.07 0.10 3.58
H 7.10 0.54 2.25
H 6.93 0.76 -0.20
H 4.73 0.54 -1.31
H 2.89 2.56 -0.03
H 2.21 3.06 -1.58
H 0.70 3.76 0.24
H 0.63 2.11 0.86
H -1.33 -0.80 3.04
H 0.89 -1.74 3.52
H 2.02 -3.15 1.83
H 0.88 -3.64 -0.31
*
```



(2)
Here is a molecular structure, C25H31N5NiO8P3 from OMol25. Energies are from ωB97M-V/def2-TZVPD.

Calculated values
E_tot, eV: -119171.4779
Energy above the lowest of the compared OMol25 structures with the same formula, charge and spin, eV: 0.000
<S²>: 2.00
Gap between HOMO and LUMO (alpha / beta), hartree: 0.246 / 0.242

Geometry as ORCA input:
```
! RIJCOSX wB97M-V def2-TZVPD def2/J DEFGRID3
* xyz 1 3
Ni 1.32 0.88 1.88
N -1.09 2.26 6.25
C -0.92 1.49 4.95
C -2.07 0.51 4.64
P -0.77 2.78 3.70
O -2.31 3.32 3.84
O 0.13 3.90 4.22
O -0.49 2.10 2.36
P 0.75 0.60 5.12
O 1.68 1.91 5.56
O 0.74 -0.36 6.23
O 1.31 0.21 3.78
H -2.06 2.24 6.58
H -0.96 3.25 6.03
H -0.43 2.04 7.01
H -3.03 0.89 5.04
H -1.83 -0.52 5.06
H -2.14 0.48 3.57
H -2.56 3.45 2.92
H 1.22 2.67 5.15
C -5.79 -4.30 -8.12
O -5.28 -2.98 -7.87
C -4.20 -2.83 -7.03
C -3.40 -1.67 -7.21
C -2.41 -1.35 -6.29
C -2.07 -2.26 -5.29
C -2.78 -3.51 -5.19
C -3.82 -3.76 -6.06
C -1.37 -1.88 -4.11
N -1.22 -2.60 -2.98
C -0.57 -1.77 -2.12
C -0.36 -0.49 -2.71
N -0.90 -0.62 -4.00
C 0.23 0.65 -2.09
C 0.40 1.95 -2.67
C 0.86 2.96 -1.83
C 1.05 2.69 -0.47
N 0.96 1.44 0.04
C 0.68 0.41 -0.79
C 0.54 -0.86 -0.17
N 0.75 -0.85 1.21
C 0.76 -2.04 1.78
C 0.19 -3.16 1.22
C -0.24 -3.10 -0.10
C -0.10 -1.92 -0.79
H -6.57 -4.10 -8.86
H -6.26 -4.80 -7.25
H -4.96 -4.95 -8.54
H -3.63 -0.91 -8.02
H -1.81 -0.45 -6.43
H -2.36 -4.18 -4.44
H -4.29 -4.76 -6.06
H -0.80 0.02 -4.79
H 0.31 2.08 -3.70
H 1.14 3.95 -2.24
H 1.19 3.58 0.27
H 1.01 -2.05 2.82
H 0.00 -4.03 1.80
H -0.65 -3.96 -0.62
C 5.10 0.33 1.39
P 4.47 1.65 2.50
C 4.66 1.20 4.24
C 5.48 3.17 2.11
O 3.01 2.02 2.17
H 6.11 0.05 1.71
H 5.05 0.70 0.35
H 4.43 -0.60 1.42
H 3.84 0.49 4.50
H 4.57 2.08 4.89
H 5.69 0.83 4.41
H 6.10 3.06 1.25
H 6.11 3.45 2.94
H 4.69 3.88 1.90
*
```